[1]
This record from the OMol25 dataset describes a 2-piece molecular cluster, C22H20NO2 overall. The level of theory is wB97M-V/def2-TZVPD.

Computed properties:
max |F| = 2.1 eV Å⁻¹
multiplicity = 1
ΔE to the lowest compared entry with this formula, charge and spin = 7.71 kcal per mole
Kohn-Sham gap = 3.82 eV
E_LUMO = -5.3 eV
HOMO = -9.14 eV
net charge = +1

Geometry as XYZ:
```
45
Properties=species:S:1:pos:R:3:forces:R:3
H -5.3741 -1.2867 1.2055 0.243 0.174 0.118
H -1.6910 1.5755 3.0220 -0.398 -0.071 -0.049
C 1.4890 3.0387 -0.2677 2.014 -0.024 -0.046
C 4.2646 3.4104 -0.3264 -0.882 -0.539 0.029
H 6.3871 1.9118 -1.2127 0.016 0.141 0.113
C -1.7106 -2.1834 -0.0241 -1.545 0.045 0.177
O -2.9890 -1.9038 0.3668 1.414 0.454 0.218
H -0.2692 1.9432 -0.3752 0.292 0.412 -0.177
C -1.5956 -3.2965 -0.9419 0.078 -0.833 -0.663
H -0.4698 3.6477 -0.3865 0.178 -0.263 -0.045
C -0.2491 -4.7939 -2.3388 -0.091 0.211 0.186
C 3.3983 4.5367 -0.3052 0.776 -0.937 0.016
H 0.5605 -3.1889 -1.1396 -0.139 -0.316 -0.247
C -1.4069 -5.4729 -2.7377 -0.155 0.381 0.331
C 3.7293 2.0976 -0.3108 0.760 1.084 0.040
C 6.5091 2.5460 -0.3256 -0.562 0.621 -0.031
C 2.3579 1.9212 -0.2697 -0.755 0.882 -0.031
C -0.3375 -3.7206 -1.4539 -0.419 0.209 0.227
C -2.6533 -5.0657 -2.2401 0.158 0.056 0.022
C 2.0339 4.3516 -0.2645 -0.346 -0.825 -0.067
C -3.2576 -0.8695 1.2520 0.265 -0.314 -0.408
H -3.5669 -5.5792 -2.5362 0.288 0.074 0.022
H 0.7272 -5.1003 -2.7174 -0.318 0.105 0.126
C -2.1986 -0.0740 1.7420 -0.748 0.092 0.054
H 1.3642 5.2145 -0.2404 0.167 -0.271 -0.037
H 6.3667 1.9419 0.5794 0.013 0.143 -0.114
H -0.0574 0.2100 1.7145 -0.191 -0.020 -0.221
H -5.8962 0.5742 2.7997 0.262 -0.072 -0.103
H 1.9434 0.9111 -0.2532 0.025 0.218 -0.066
H 0.3564 -1.6927 0.1263 -0.350 0.250 0.204
C -0.6496 -1.4253 0.4471 0.240 0.729 0.440
N 0.1456 2.8579 -0.2608 -2.080 -0.199 0.342
C -2.5206 0.9732 2.6435 -0.029 -0.079 -0.052
H -1.3409 -6.3111 -3.4291 -0.009 0.201 0.166
H 4.3943 1.2334 -0.3337 -0.262 0.286 0.032
H 7.4991 2.9989 -0.3222 -0.085 -0.126 -0.004
C -0.8923 -0.3632 1.3069 0.503 -0.765 -0.085
H -3.7263 -3.6975 -0.9829 0.252 -0.095 -0.112
H 3.8385 5.5317 -0.3234 -0.089 -0.224 0.032
H -4.0706 2.0013 3.7032 0.040 -0.247 -0.201
C -4.5872 -0.6524 1.6133 -0.050 0.118 0.133
C -3.8351 1.1935 3.0105 0.494 0.160 0.080
O 5.5952 3.6658 -0.3549 0.751 -0.439 0.004
C -2.7490 -3.9964 -1.3572 0.085 0.007 0.000
C -4.8663 0.3858 2.4991 0.191 -0.393 -0.356
```
Positions in Å, forces in eV/Å.



[2]
This record from the OMol25 dataset describes C22H21AlBr2F9I2N3O4S as an isolated structure. The level of theory is wB97M-V/def2-TZVPD.

Computed properties:
max |F| = 2.1 eV Å⁻¹
multiplicity = 1
Kohn-Sham gap = 7.37 eV
E_LUMO = -2.4 eV
HOMO = -9.79 eV

Geometry as XYZ:
```
65
Properties=species:S:1:pos:R:3:forces:R:3
F 5.0504 1.0951 -2.8594 0.111 0.084 -0.262
O 2.9290 3.3527 -1.9375 -0.340 -0.219 0.836
C 0.5818 -0.5134 -5.9561 0.208 0.437 -0.151
H -4.7415 -1.9908 0.4759 -0.028 -0.020 -0.156
H -0.8262 -2.0392 -0.1424 -0.142 -0.079 0.189
C -1.7057 1.1826 0.5689 0.494 0.360 0.522
C -1.9521 -2.7976 3.0012 -0.514 0.471 0.085
N 0.4958 0.3826 -2.2718 -0.061 -0.400 0.940
C -3.9725 -1.6252 2.4301 0.302 -0.315 -0.133
F 3.8034 -1.2337 6.8360 -0.045 0.015 -0.079
O 2.6293 1.8836 -3.8314 -0.358 -0.906 0.079
H 1.9102 3.2988 -0.0368 0.141 -0.138 -0.282
C 1.5613 2.0847 1.6581 -0.508 -0.355 -0.618
C -2.9374 -3.1191 0.8186 -0.239 0.216 0.292
F 5.3151 2.6726 -0.6446 0.030 0.377 -0.023
F 2.0614 0.3683 5.3847 0.040 -0.047 -0.130
N -2.9681 -3.7589 -0.4656 0.231 1.401 0.699
H -3.3162 3.2272 2.2562 -0.393 -0.091 -0.129
C 1.0703 2.7431 0.3575 0.241 -0.445 0.095
N 0.5756 1.7566 -0.5890 -0.614 0.754 -0.345
H -1.6015 -1.0918 -2.9260 0.072 0.095 -0.208
H -1.1893 -2.9940 3.7373 0.216 -0.211 -0.068
H 0.2451 -1.5435 -5.9888 -0.063 -0.154 0.040
F 4.6230 1.2683 5.9541 -0.054 -0.028 -0.064
C -1.9959 -3.3884 -1.4206 -0.136 -0.336 0.255
C -3.9454 -2.2212 1.1721 0.081 -0.023 0.129
H -2.5577 -0.7697 -1.5120 -0.107 0.383 0.165
C -1.5453 -0.9470 -1.8525 -0.122 -0.911 0.354
F 4.2144 -0.7763 4.1277 -0.138 0.062 -0.039
I -3.5664 1.6930 -0.4324 0.188 -0.038 -0.119
C 0.3310 0.1233 -4.6371 -0.278 0.132 0.054
H -1.1574 -4.1084 1.5158 0.012 -0.090 -0.122
H -3.8947 -3.6136 -0.8475 -0.025 -0.708 -0.379
C -1.9427 -3.4030 1.7499 0.133 -0.013 0.149
S 2.7026 2.0262 -2.4157 0.755 1.592 -1.122
O -1.9452 -3.9724 -2.4646 -0.187 -0.223 -0.946
C 4.1755 0.9970 -1.8782 -0.379 -0.129 0.499
H -0.7035 1.8911 2.3810 0.354 -0.126 -0.217
H -3.0014 -1.4662 4.3378 0.084 0.049 0.124
H -2.4157 2.6449 3.6079 0.036 -0.130 0.196
I 1.3958 -0.0475 1.8841 0.281 -0.200 0.245
C -1.0360 -2.2494 -1.1870 0.328 0.208 0.434
F 3.7803 -0.2696 -1.7334 -0.093 -0.110 -0.013
H -1.3270 3.1594 1.2712 0.263 0.150 0.149
F 5.7872 0.6114 -0.2660 0.124 -0.127 0.103
H -3.3573 1.4899 2.6587 -0.233 -0.233 0.080
C -1.5031 2.1874 1.7167 -1.160 0.189 -0.141
C -2.7450 2.3776 2.6091 0.552 0.260 -0.048
C 4.8143 1.4621 -0.5480 0.451 -0.385 -0.280
Al 3.6909 -0.0931 5.5986 0.004 0.019 0.023
C -2.9742 -1.9120 3.3570 -0.026 -0.150 -0.537
C 0.7839 -0.3279 -3.4733 -0.061 0.182 -0.587
Br 1.7939 -1.9111 -3.4287 0.011 0.120 0.215
H -1.8486 0.1965 1.0055 -0.264 -0.199 -0.091
Br -0.6954 1.7115 -4.6655 0.016 -0.065 0.049
O 2.0053 2.7656 2.4902 0.543 0.668 1.057
C -0.6195 0.1458 -1.4941 -0.039 0.401 -0.539
F 3.9000 1.4109 0.4078 -0.294 0.189 0.236
C 1.2008 1.3713 -1.7002 0.779 -0.518 -0.214
H -0.0997 -2.5479 -1.6397 0.120 -0.058 -0.076
H 0.2935 3.4617 0.5628 -0.026 0.027 0.181
C -0.6067 1.0525 -0.4578 -0.180 -0.496 -0.352
H -4.7868 -0.9566 2.6609 -0.057 0.108 0.146
H 0.1089 0.0715 -6.7327 -0.212 -0.096 -0.176
H 1.6510 -0.4784 -6.1569 0.171 -0.179 0.025
```
Positions in Å, forces in eV/Å.



[3]
This record from the OMol25 dataset describes C22H21BF4N4O2PS5Sm as an isolated structure. The level of theory is wB97M-V/def2-TZVPD.

Computed properties:
max |F| = 2.2 eV Å⁻¹
multiplicity = 6
ΔE to the lowest compared entry with this formula, charge and spin = 11.11 kcal per mole
Kohn-Sham gap (alpha / beta) = 6.87 / 7.51 eV
E_LUMO (alpha / beta) = -0.7 / -0.1 eV
HOMO (alpha / beta) = -7.61 / -7.61 eV

Geometry as XYZ:
```
61
Properties=species:S:1:pos:R:3:forces:R:3
C 2.6020 4.8754 1.2758 0.000 0.028 0.015
C -4.2658 -1.9483 -5.9016 0.049 -0.002 0.101
B -1.4109 -0.0866 3.7352 -0.586 0.115 0.383
H 5.7232 5.0679 -0.9986 -0.005 0.004 0.006
C 3.2109 3.7082 0.8167 0.202 0.063 -0.016
C 4.2420 6.1784 0.0866 -0.055 -0.039 0.050
O 0.3304 -2.5579 2.3941 -0.279 -0.435 0.324
H -0.1122 1.6514 -2.9384 -0.016 0.024 0.029
S 0.9917 -1.3842 -0.4939 -0.344 -0.125 -0.231
H -2.4660 -0.2774 -3.5590 -0.024 -0.012 -0.006
C 4.3319 3.7792 0.0024 0.106 0.072 -0.071
N -2.2768 -2.5450 -2.2471 0.005 0.338 -0.517
H -0.9824 -5.5008 4.2198 -0.063 -0.009 -0.019
H 4.7972 2.8624 -0.3392 0.010 0.034 -0.007
H 3.3902 -1.2845 3.4342 -0.053 0.017 -0.068
S -1.4866 -3.1770 0.0023 0.171 -0.062 0.688
F -2.4294 -0.6362 4.4183 0.164 0.049 -0.080
C -1.3981 1.9708 -1.2425 0.021 -0.012 -0.042
O 0.5919 -4.3266 3.7669 -0.140 -0.079 -0.055
Sm 0.7165 -0.2563 1.9879 1.604 -0.593 -1.408
F -0.1168 -0.6546 4.1228 -0.306 0.102 0.326
H -0.3203 2.4798 1.9252 -0.064 -0.083 0.055
N 2.3037 -2.9623 3.3997 -0.005 0.130 0.041
P 2.5341 2.0817 1.2001 -0.132 0.285 0.063
C -3.5775 -3.4213 -4.1185 -0.095 -0.111 -0.151
N -1.0917 -1.8293 -2.1110 -0.332 -0.237 0.313
C 0.9502 2.0621 0.2505 0.255 0.178 -0.045
H -3.6428 0.0997 -5.7097 -0.001 -0.017 0.007
S 2.0328 1.8949 3.1476 0.077 0.268 0.085
H 3.3335 -2.0321 1.9488 0.007 0.107 0.089
H 1.9573 1.6808 -1.6070 -0.013 -0.010 0.000
S -4.0862 -4.1959 -1.0039 0.138 0.134 -0.047
H -0.9866 -4.9044 2.5306 -0.029 0.006 0.012
H -3.5496 -4.4047 -3.6702 -0.001 0.084 -0.036
C -2.9661 -2.3516 -3.4891 0.071 -0.085 0.222
C -0.1631 1.8322 -1.8721 -0.048 -0.052 0.012
H 1.7350 4.8218 1.9247 0.015 -0.027 -0.016
C -2.9805 -1.0872 -4.0584 0.019 0.100 -0.008
C 3.1196 6.1077 0.9085 0.052 -0.047 -0.039
C -4.2314 -3.2104 -5.3254 0.012 0.008 0.011
C 1.0100 -3.2506 3.1444 0.178 -0.037 -0.045
H 2.6533 7.0179 1.2627 -0.014 -0.022 0.012
C -0.8112 -4.6490 3.5723 0.177 -0.031 0.029
C 1.0015 1.8567 -1.1295 0.034 -0.001 -0.063
N 2.8039 -1.8062 2.7893 0.036 0.094 -0.061
S 3.6369 0.5732 0.5629 -0.211 -0.199 -0.002
H -1.4225 -3.8007 3.8661 -0.050 0.009 -0.008
C -0.5681 -2.0575 -0.9523 0.554 0.178 -0.244
C -2.7018 -3.2988 -1.2090 -0.173 -0.125 -0.190
H -4.7133 -4.0457 -5.8172 0.006 0.014 0.000
F -1.2651 1.2786 3.7738 -0.147 -0.111 0.075
C -1.4604 2.1703 0.1256 0.027 -0.007 0.027
F -1.4869 -0.4312 2.2882 -0.632 -0.014 0.476
C -0.2828 2.2389 0.8683 -0.123 0.259 0.011
C 4.8483 5.0169 -0.3637 -0.043 -0.054 0.029
H -2.4128 2.2879 0.6257 -0.001 -0.013 -0.010
H -2.3128 1.9203 -1.8215 0.045 -0.010 0.016
C -3.6315 -0.8877 -5.2656 -0.015 -0.055 -0.008
H 4.6466 7.1415 -0.1981 -0.031 0.000 0.017
H -4.7794 -1.7927 -6.8413 0.008 0.002 0.004
H 2.8946 -3.6024 3.9057 -0.012 0.009 -0.034
```
Positions in Å, forces in eV/Å.



[4]
This record from the OMol25 dataset describes C22H21Br54NO3S as an isolated structure. The level of theory is wB97M-V/def2-TZVPD.

Computed properties:
max |F| = 7.5 eV Å⁻¹
multiplicity = 1
Kohn-Sham gap = 9.63 eV
E_LUMO = -0.3 eV
HOMO = -9.94 eV

Geometry as XYZ:
```
102
Properties=species:S:1:pos:R:3:forces:R:3
H -5.6213 3.1256 -2.5990 -0.002 -0.017 0.021
N -0.7739 -0.4462 -4.5334 1.506 0.334 0.001
C 4.1617 -4.7844 -4.1280 0.089 0.196 -0.084
C -4.5974 3.0180 -11.4296 0.002 0.007 0.016
Br 5.8962 6.5330 -5.9012 0.091 0.004 0.053
C 1.5112 -1.5921 -4.0539 -2.511 3.328 0.755
Br -5.7611 -1.8930 -5.0032 -0.026 0.001 -0.047
Br 8.9826 7.3134 -5.7032 -0.078 -0.044 0.043
C -4.3789 -3.8848 0.0767 0.139 0.018 -0.074
H 0.1738 -0.5834 -2.7124 0.068 -0.337 -0.066
C 2.2935 0.3199 -2.8869 -1.191 -1.664 -1.286
Br -3.6652 -3.1236 7.8146 0.082 -0.031 -0.087
Br 3.0685 -5.1705 6.4135 -0.051 -0.074 0.028
C -1.6598 -0.9506 -3.8735 -0.520 -0.091 -0.275
Br 3.7102 -1.0431 4.3407 -0.090 -0.030 -0.046
Br -1.7648 3.3932 -6.1528 -0.057 0.078 -0.010
Br 6.1627 2.6437 -4.8976 -0.121 -0.065 -0.104
Br -5.4662 -2.6287 -0.8979 -0.108 -0.135 -0.016
H -3.7200 -4.3607 -0.6367 -0.054 -0.009 -0.039
Br 2.3257 -1.3376 1.4812 0.022 0.019 0.092
C 2.7851 -6.9702 7.0448 0.010 0.009 -0.017
C -2.3577 -3.2393 6.4039 -0.064 0.060 0.003
Br -4.3634 4.7434 -7.4208 0.052 0.059 -0.063
Br -3.2696 -2.9497 1.3363 0.007 -0.233 -0.097
Br -4.8360 0.8576 7.0403 -0.014 -0.065 0.055
C -5.5822 -8.3330 -3.5991 -0.046 0.000 0.022
Br -1.3308 -0.6155 3.2329 -0.121 0.202 0.008
H -6.3963 1.3353 8.8963 -0.003 -0.013 0.012
Br -2.9371 6.0874 -4.9061 -0.023 -0.090 -0.056
Br 4.3586 3.4075 11.1253 0.014 0.070 -0.059
Br 4.6380 2.1041 -7.6518 0.020 -0.015 0.100
H 1.1759 -2.3421 -3.3537 -0.222 -0.392 -0.413
Br -5.1182 -4.9510 -5.6229 0.008 0.078 -0.008
H -1.9272 1.5442 2.1908 0.007 -0.114 0.068
H -4.7905 3.9164 -10.8606 0.012 -0.006 0.004
H -5.0218 -7.7115 -4.2828 0.016 -0.020 0.002
Br 5.9313 4.4045 8.5368 -0.031 0.001 0.033
C -5.1626 -3.1554 -6.3250 0.022 0.035 0.031
Br -4.1390 0.4637 2.1618 -0.003 0.182 0.070
Br -5.8751 -7.2979 -2.0001 0.056 -0.047 -0.116
Br -5.3403 2.2639 -4.8960 0.024 -0.055 0.147
Br -7.2396 -8.7827 -4.4728 0.079 0.018 0.049
H -2.0665 5.6230 -7.1724 -0.022 0.013 0.000
Br -4.7622 1.5327 -10.2146 0.017 0.043 -0.041
H -1.9320 -2.2513 6.2858 -0.029 0.011 -0.010
Br -3.1635 -3.7087 4.7180 0.072 -0.016 0.188
Br -2.8102 3.1669 -12.1326 -0.088 -0.023 0.030
O 2.6997 -0.9641 -3.4184 -2.185 1.276 1.979
Br 10.0738 1.7328 7.0683 -0.062 0.080 -0.035
Br -3.3146 2.2457 -2.4352 -0.084 0.045 -0.017
Br 3.5861 0.7533 -4.9432 2.261 1.260 -2.709
H 1.6686 -1.9766 -5.1165 -0.767 1.648 1.307
H -5.8852 -3.1462 -7.1282 0.010 -0.027 -0.003
Br -5.4218 -5.2839 0.8886 0.013 0.149 0.102
H 3.2503 -3.0641 2.9933 -0.018 -0.007 0.001
C 9.4642 3.1533 5.9195 0.005 0.007 0.007
Br -2.6071 1.9902 4.5163 -0.060 0.039 -0.060
C 5.2138 4.8991 10.2542 -0.029 -0.006 -0.030
Br 0.3959 1.1742 6.6270 0.069 -0.005 0.000
H 7.1055 7.8317 -4.1826 0.009 -0.011 0.012
C -5.9209 0.4216 8.5706 0.022 -0.007 -0.039
O 2.6882 0.8642 -1.9281 0.197 -0.145 -0.188
S -2.7345 -1.5971 -2.9775 -0.417 -0.145 0.137
Br 3.0587 -3.1754 -4.1737 4.470 -6.009 -0.584
Br -4.8528 -0.2169 10.0434 -0.057 0.034 -0.045
Br -3.4656 -2.6386 -7.0791 -0.058 -0.017 0.073
Br -1.7809 3.7117 1.0018 0.079 0.229 -0.134
H 0.5285 4.5755 1.2182 -0.025 -0.014 -0.024
Br 1.0352 -2.7450 4.0420 0.213 -0.211 0.056
C -0.0911 4.0015 1.8919 0.079 0.023 0.102
Br 3.4537 -6.1680 -5.2723 0.047 0.090 0.045
C 0.4743 -0.4698 -3.7662 -0.194 -0.370 0.468
H 3.7178 -7.3102 7.4708 -0.005 0.002 -0.001
Br 7.6367 5.5427 -3.4181 0.028 0.089 -0.021
Br -5.9143 2.9410 -12.8336 0.074 -0.014 0.059
H 5.7592 0.5279 -6.1110 -0.022 0.000 -0.016
Br 0.8244 2.3370 2.2303 -0.056 0.085 -0.018
H 0.6075 2.3952 8.7627 -0.013 0.024 0.003
Br -6.1072 0.7321 -2.2051 -0.003 0.053 -0.015
Br 1.4652 -7.0245 8.4469 0.031 0.021 -0.086
Br -7.3247 -0.8187 8.1180 0.093 0.027 0.023
Br -1.0383 3.8436 7.6180 0.052 -0.042 -0.033
Br -0.2998 5.0400 3.5000 0.017 -0.074 -0.070
Br 6.0146 -4.4070 -4.5286 -0.137 -0.024 0.007
H 4.1308 -5.1655 -3.1166 0.005 0.003 -0.018
C 0.5378 2.7367 7.7399 0.024 -0.026 -0.023
Br 2.3455 -8.1719 5.6051 -0.003 0.084 0.062
H 10.1292 3.1816 5.0687 -0.009 -0.002 0.000
Br 2.1418 3.7318 7.3627 -0.054 -0.014 0.013
O 1.2570 0.7024 -3.7448 -0.368 0.999 0.895
C -5.1648 2.2240 -2.9813 0.095 -0.044 -0.048
Br 7.6923 2.8104 5.2386 0.073 0.048 0.096
Br 4.0390 6.4208 10.1238 0.031 -0.093 -0.008
H 6.0478 5.1935 10.8746 -0.007 -0.007 0.002
C 7.3670 6.9347 -4.7248 -0.028 -0.009 -0.056
C -2.6911 5.0446 -6.5075 0.065 -0.096 0.034
C 2.6655 -2.1757 3.1849 -0.037 0.074 -0.040
Br -0.9073 -4.4240 6.8582 -0.047 0.004 -0.003
C 5.1276 1.3855 -5.9277 -0.052 0.124 0.061
C -2.4366 0.9356 2.9230 -0.097 -0.230 0.015
Br 9.5822 4.8724 6.7845 -0.041 -0.119 -0.046
Br -4.5108 -9.8957 -3.2503 -0.064 0.069 -0.009
```
Positions in Å, forces in eV/Å.